Entry 1:
{
  "formula": "C18H27F5O18",
  "method": "ωB97M-V/def2-TZVPD",
  "homo_ha": -0.3306,
  "de_lowest_ev": 18.6039,
  "max_force_ha_per_bohr": 0.2137,
  "total_energy_ev": -69524.0832,
  "orbital_gap_ha": 0.3216,
  "species": ["C", "C", "O", "C", "O", "O", "F", "H", "H", "H", "C", "C", "O", "C", "O", "O", "F", "H", "H", "H", "C", "C", "O", "C", "O", "O", "F", "H", "H", "H", "C", "C", "O", "C", "O", "O", "F", "H", "H", "H", "C", "C", "O", "C", "O", "O", "F", "H", "H", "H", "C", "O", "H", "H", "H", "H", "C", "O", "H", "H", "H", "H", "C", "O", "H", "H", "H", "H"],
  "coordinates": [[-2.00, 1.33, -2.05], [-3.37, 0.95, -1.49], [-4.22, 1.16, -2.60], [-3.58, 1.66, -3.61], [-4.02, 1.80, -4.73], [-2.37, 1.88, -3.27], [-3.67, 1.89, -0.60], [-1.31, 0.50, -2.16], [-1.63, 2.16, -1.44], [-3.37, -0.06, -1.07], [2.86, -0.33, 0.44], [1.56, -0.45, 1.29], [1.65, -1.71, 1.95], [2.90, -2.04, 1.97], [3.49, -2.92, 2.73], [3.73, -1.28, 1.14], [0.54, -0.33, 0.45], [3.27, 0.68, 0.42], [2.76, -0.70, -0.58], [1.48, 0.30, 2.07], [-0.93, -1.66, 2.60], [-0.63, -0.22, 3.01], [-0.99, 0.64, 1.90], [-1.74, -0.08, 1.09], [-2.43, 0.41, 0.21], [-1.78, -1.33, 1.45], [0.62, -0.15, 3.21], [-1.51, -2.09, 3.42], [-0.08, -2.25, 2.28], [-1.13, 0.20, 3.88], [2.14, 2.06, -2.93], [1.86, 0.89, -1.99], [2.42, 1.36, -0.75], [2.61, 2.68, -0.83], [2.98, 3.33, 0.11], [2.40, 3.09, -2.08], [2.65, -0.23, -2.34], [1.35, 2.10, -3.68], [3.09, 1.98, -3.46], [0.81, 0.63, -2.04], [0.26, 3.03, 2.67], [1.62, 2.69, 1.92], [1.16, 2.17, 0.76], [-0.08, 2.43, 0.50], [-0.52, 2.10, -0.61], [-0.68, 2.96, 1.58], [2.26, 1.65, 2.50], [0.35, 3.98, 3.20], [0.10, 2.42, 3.55], [2.34, 3.48, 1.69], [-2.64, -2.34, -0.57], [-1.75, -3.47, -0.78], [-3.39, -2.55, 0.20], [-2.03, -1.50, -0.22], [-3.08, -2.02, -1.51], [-2.35, -4.20, -0.96], [0.79, -3.91, 0.41], [1.50, -2.95, -0.31], [1.38, -4.43, 1.15], [0.07, -3.52, 1.12], [0.34, -4.70, -0.20], [0.99, -2.89, -1.12], [-0.56, -1.00, -1.32], [-0.21, 0.33, -1.38], [-0.51, -1.30, -0.27], [-1.62, -1.12, -1.56], [0.04, -1.71, -1.88], [-0.19, 0.53, -0.44]],
  "lowdin_charge": [-0.08, -0.32, 0.18, -0.65, 0.12, 0.13, 0.09, 0.08, 0.09, 0.13, -0.01, -0.24, 0.08, -0.46, 0.05, 0.08, 0.01, 0.13, 0.12, 0.11, 0.07, -0.28, 0.13, -0.52, 0.11, 0.04, 0.09, 0.16, 0.11, 0.19, -0.06, -0.18, -0.01, -0.49, 0.15, 0.13, 0.02, 0.15, 0.15, 0.03, 0.02, -0.24, 0.06, -0.41, 0.10, 0.12, 0.07, 0.14, 0.13, 0.16, -0.17, -0.08, 0.11, 0.01, 0.11, 0.09, -0.16, -0.06, 0.09, 0.05, 0.09, 0.06, -0.09, -0.21, 0.09, 0.07, 0.13, 0.07]
}

Entry 2:
{
  "formula": "C3H8N2OS2",
  "method": "ωB97M-V/def2-TZVPD",
  "homo_ha": -0.3088,
  "de_lowest_ev": 4.2791,
  "max_force_ha_per_bohr": 0.0753,
  "total_energy_ev": -29935.1938,
  "orbital_gap_ha": 0.3023,
  "species": ["C", "C", "C", "N", "N", "O", "S", "S", "H", "H", "H", "H", "H", "H", "H", "H"],
  "coordinates": [[1.39, -0.72, -0.89], [2.22, -2.33, 0.92], [1.25, -1.76, -0.14], [-1.19, 2.46, 0.43], [-0.29, 0.54, 1.85], [-1.70, 2.47, 2.81], [1.66, 0.40, -1.92], [-0.44, 2.27, 1.69], [1.62, -2.71, 1.74], [3.06, -1.71, 1.27], [2.51, -3.22, 0.33], [-2.52, 2.70, 2.31], [0.33, -2.23, 0.05], [-0.74, 3.00, -0.24], [-0.47, -0.07, 1.10], [0.06, 0.13, 2.71]],
  "lowdin_charge": [-0.74, -0.08, -0.26, -0.33, -0.18, -0.37, 0.76, 0.83, 0.06, 0.08, 0.07, 0.06, 0.09, -0.04, 0.00, 0.04]
}

Entry 3:
{
  "formula": "C5H5F2N2O2",
  "method": "ωB97M-V/def2-TZVPD",
  "homo_ha": -0.1595,
  "de_lowest_ev": 0.5397,
  "max_force_ha_per_bohr": 0.1238,
  "total_energy_ev": -17774.5893,
  "smiles": "C[C@]1(C(=O)[O-])CN(F)N=C1F",
  "orbital_gap_ha": 0.2993,
  "charge": -1,
  "species": ["C", "C", "C", "O", "O", "C", "N", "F", "N", "C", "F", "H", "H", "H", "H", "H"],
  "coordinates": [[0.42, -0.19, -1.00], [0.30, 0.88, 0.21], [1.77, 0.91, 1.06], [1.58, 1.16, 2.23], [2.78, 0.80, 0.40], [-0.85, 0.62, 1.23], [-1.75, 1.75, 0.93], [-2.37, 2.12, 2.21], [-1.01, 2.76, 0.39], [0.01, 2.25, -0.17], [0.74, 2.92, -1.02], [1.15, 0.09, -1.61], [-0.63, -0.06, -1.28], [0.62, -1.16, -0.62], [-1.53, -0.24, 1.07], [-0.62, 0.74, 2.33]],
  "lowdin_charge": [0.01, -0.26, -0.70, -0.02, 0.00, -0.09, -0.12, -0.12, 0.14, -0.37, 0.15, 0.02, 0.08, 0.07, 0.11, 0.13]
}

Entry 4:
{
  "formula": "C5H11NS2",
  "method": "ωB97M-V/def2-TZVPD",
  "homo_ha": -0.3199,
  "de_lowest_ev": 2.1058,
  "max_force_ha_per_bohr": 0.1253,
  "total_energy_ev": -28521.9043,
  "smiles": "CS[C@@H]1CS[C@H]1CN",
  "orbital_gap_ha": 0.3472,
  "species": ["C", "S", "C", "C", "S", "C", "C", "N", "H", "H", "H", "H", "H", "H", "H", "H", "H", "H", "H"],
  "coordinates": [[1.05, 2.30, 0.23], [1.68, 0.68, -0.60], [0.14, -0.22, -1.08], [-1.05, 0.58, -1.83], [-2.32, -0.04, -0.70], [-0.71, -0.46, 0.26], [-0.67, -1.82, 0.93], [0.68, -2.11, 1.57], [0.31, 2.84, -0.37], [1.87, 3.01, 0.16], [0.81, 2.07, 1.34], [0.63, -1.15, -1.52], [-1.16, 0.32, -2.90], [-0.99, 1.76, -1.82], [-0.55, 0.26, 0.89], [-0.80, -2.53, 0.15], [-1.36, -1.97, 1.80], [0.91, -1.48, 2.39], [1.52, -2.03, 1.09]],
  "lowdin_charge": [-0.34, 0.77, -0.61, -0.50, 0.82, -0.55, -0.25, -0.01, 0.03, 0.01, 0.06, 0.11, 0.07, 0.09, 0.00, 0.09, 0.13, 0.09, 0.01]
}